[1]
{"formula": "C23H23O", "method": "ωB97M-V/def2-TZVPD", "orbital_gap_ev": 5.44, "e_above_lowest_ev": 0.0000, "e_homo_ev": -10.74, "total_charge": 1, "symbols": ["C", "C", "C", "C", "C", "C", "C", "C", "C", "H", "H", "H", "H", "H", "H", "H", "H", "H", "H", "C", "O", "C", "C", "C", "C", "C", "C", "C", "C", "C", "C", "C", "C", "C", "H", "H", "H", "H", "H", "H", "H", "H", "H", "H", "H", "H", "H"], "positions_angstrom": [[6.329, -0.324, -2.431], [5.057, -0.684, -1.731], [3.961, -1.142, -2.476], [2.768, -1.468, -1.850], [2.615, -1.316, -0.450], [1.321, -1.540, 0.170], [0.977, -1.111, 1.408], [3.729, -0.872, 0.297], [4.929, -0.565, -0.338], [7.085, 0.007, -1.715], [6.742, -1.171, -2.993], [6.162, 0.484, -3.156], [4.066, -1.258, -3.558], [1.914, -1.822, -2.430], [0.582, -2.057, -0.452], [-0.015, -1.305, 1.814], [1.719, -0.694, 2.089], [3.630, -0.767, 1.377], [5.796, -0.240, 0.241], [-6.026, -1.522, -2.264], [-4.684, -1.278, -2.742], [-3.779, -0.830, -1.834], [-2.470, -0.564, -2.304], [-1.531, -0.056, -1.444], [-1.837, 0.248, -0.080], [-0.813, 0.867, 0.682], [-0.939, 1.602, 1.896], [0.259, 2.048, 2.533], [0.214, 2.737, 3.733], [-1.017, 3.000, 4.357], [-2.207, 2.628, 3.713], [-2.181, 1.976, 2.486], [-3.128, -0.130, 0.398], [-4.090, -0.610, -0.467], [-6.529, -1.977, -3.119], [-6.028, -2.209, -1.410], [-6.511, -0.577, -1.988], [-2.251, -0.761, -3.351], [-0.518, 0.126, -1.805], [0.158, 0.924, 0.182], [1.216, 1.833, 2.043], [1.138, 3.085, 4.195], [-1.058, 3.531, 5.309], [-3.175, 2.861, 4.158], [-3.108, 1.782, 1.945], [-3.373, -0.073, 1.457], [-5.098, -0.817, -0.095]]}

[2]
{"formula": "C3H5O4", "method": "ωB97M-V/def2-TZVPD", "orbital_gap_ev": [8.80, 8.62], "e_above_lowest_ev": 4.9465, "spin_multiplicity": 2, "e_homo_ev": [-10.57, -9.77], "total_charge": 0, "symbols": ["C", "C", "O", "C", "O", "O", "O", "H", "H", "H", "H", "H"], "positions_angstrom": [[1.918, -0.640, -1.388], [1.055, -1.420, -0.372], [1.185, -2.571, -0.004], [0.223, -0.477, 0.546], [-0.524, -0.854, -0.498], [-2.483, 2.061, 1.193], [-1.288, 2.393, 1.057], [2.056, 0.402, -1.073], [2.868, -1.155, -1.563], [1.352, -0.703, -2.293], [-0.014, -0.845, 1.563], [0.594, 0.587, 0.612]]}